A cluster of 2 separate species, FHOS in total. Source: the OMol25 dataset; level of theory: wB97M-V/def2-TZVPD.

The geometry in ORCA input format:
```
! RIJCOSX wB97M-V def2-TZVPD def2/J DEFGRID3
* xyz 0 1
H 0.2404 0.5826 1.5122
O -0.7156 0.0828 -0.9796
F 0.5186 -0.0377 -1.6822
S -0.0434 -0.6278 1.1496
*
```

Properties
- maximum force (eV/A) = 3.859
- orbital gap (spin up / spin down) (eV) = 7.80 / 7.80
- energy relative to the best compared isomer or geometry (same formula, charge and spin) (kcal per mole) = 118.48
- lowest unoccupied orbital energy (spin up / spin down) (eV) = -3.1 / -3.1
- E (a.u.) = -573.653615